(1)
C3H7NO in the gas phase, computed with ωB97M-V with the def2-TZVPD basis set.

```
12
Properties=species:S:1:pos:R:3:lowdin_charge:R:1
C 0.454 1.789 0.171 -0.08
N -0.403 0.621 0.069 -0.02
C 0.063 -0.492 -0.591 -0.55
C -0.434 -1.804 -0.019 -0.01
O 0.871 -0.427 -1.499 0.05
H 1.228 1.638 0.937 0.09
H -0.133 2.672 0.431 0.08
H 0.945 1.942 -0.790 0.08
H -0.998 0.442 0.863 0.12
H 0.134 -1.984 0.902 0.09
H -0.232 -2.617 -0.717 0.08
H -1.496 -1.780 0.243 0.08
```

Charge: 0
ΔE to the lowest compared entry with this formula, charge and spin in kJ/mol: 32.0
Gap between HOMO and LUMO in eV: 10.52
E_tot in Ha: -248.5143
SMILES: CNC(C)=O
Maximum force in eV/Å: 0.365
HOMO in eV: -9.6
2S+1: 1

(2)
C5H8O in the gas phase, computed with ωB97M-V with the def2-TZVPD basis set.

```
14
Properties=species:S:1:pos:R:3:lowdin_charge:R:1
C -1.541 -0.329 -0.600 -0.01
C -0.923 0.848 -0.547 -0.18
C 0.045 1.274 0.551 -0.20
C 1.191 0.355 0.224 -0.13
C 1.200 -0.870 0.749 -0.25
O 1.459 -1.982 -0.008 -0.01
H -1.478 -1.047 0.217 0.07
H -2.130 -0.628 -1.461 0.06
H -0.960 1.492 -1.422 0.10
H -0.360 1.053 1.544 0.11
H 0.261 2.345 0.495 0.10
H 1.618 0.487 -0.770 0.12
H 0.841 -1.089 1.756 0.12
H 0.879 -1.850 -0.779 0.10
```

Charge: 0
ΔE to the lowest compared entry with this formula, charge and spin in kJ/mol: 231.7
Gap between HOMO and LUMO in eV: 9.70
E_tot in Ha: -270.4697
SMILES: C=CC/C=C/O
Maximum force in eV/Å: 0.623
HOMO in eV: -8.6
2S+1: 1

(3)
A molecular structure, C57H77BaN5O5P at a distorted geometry, computed with ωB97M-V with the def2-TZVPD basis set.

```
146
Properties=species:S:1:pos:R:3:lowdin_charge:R:1
Ba 0.531 0.290 1.461 1.91
C -1.624 -1.001 4.689 -0.10
N -0.202 -1.139 4.436 -0.28
C 0.537 -0.910 5.667 -0.09
C 0.087 -2.454 3.886 -0.21
C 1.382 -2.510 3.076 -0.20
N 1.246 -2.062 1.693 -0.37
C 2.612 -1.934 1.158 -0.17
C 2.791 -1.810 -0.328 -0.14
C 3.603 -2.746 -0.932 -0.01
C 4.017 -2.630 -2.248 -0.19
C 3.584 -1.498 -2.926 -0.01
C 2.790 -0.510 -2.368 -0.07
C 2.320 -0.662 -1.029 -0.32
O 1.520 0.152 -0.452 -0.47
C 2.491 0.710 -3.241 -0.52
C 1.568 0.252 -4.381 -0.04
C 1.807 1.868 -2.505 -0.06
C 3.814 1.277 -3.791 -0.05
C 5.028 -3.579 -2.875 -0.55
C 4.639 -3.959 -4.308 -0.05
C 6.391 -2.869 -2.874 -0.05
C 5.157 -4.877 -2.073 -0.07
C 0.510 -3.070 0.927 -0.13
C 0.011 -2.704 -0.448 -0.14
C 0.320 -3.576 -1.475 0.00
C -0.260 -3.473 -2.727 -0.18
C -1.186 -2.449 -2.897 0.00
C -1.546 -1.561 -1.900 -0.08
C -0.923 -1.646 -0.613 -0.36
O -1.201 -0.857 0.375 -0.42
C -2.683 -0.568 -2.145 -0.52
C -2.208 0.864 -1.889 -0.04
C -3.819 -0.903 -1.169 -0.04
C -3.255 -0.615 -3.569 -0.07
C 0.039 -4.432 -3.872 -0.55
C 0.697 -3.655 -5.020 -0.04
C -1.259 -5.090 -4.370 -0.05
C 0.985 -5.554 -3.436 -0.07
H -1.991 -1.721 5.439 0.09
H -2.179 -1.141 3.764 0.08
H -1.825 0.001 5.056 0.05
H 0.297 -1.675 6.426 0.09
H 0.283 0.067 6.069 0.06
H 1.609 -0.932 5.480 0.09
H -0.744 -2.720 3.232 0.10
H 0.138 -3.208 4.696 0.13
H 1.758 -3.551 3.095 0.13
H 2.135 -1.882 3.559 0.12
H 3.184 -2.823 1.481 0.13
H 3.079 -1.052 1.603 0.10
H 3.936 -3.578 -0.327 0.10
H 3.910 -1.380 -3.948 0.10
H 0.678 -0.199 -3.947 0.08
H 2.055 -0.495 -5.004 0.07
H 1.272 1.092 -5.009 0.08
H 0.813 1.583 -2.173 0.06
H 1.725 2.725 -3.179 0.08
H 2.383 2.160 -1.630 0.08
H 4.315 0.591 -4.467 0.07
H 4.488 1.482 -2.961 0.09
H 3.640 2.208 -4.331 0.07
H 4.618 -3.093 -4.962 0.07
H 3.652 -4.413 -4.320 0.06
H 5.354 -4.673 -4.714 0.08
H 6.346 -1.953 -3.457 0.08
H 7.167 -3.513 -3.289 0.08
H 6.666 -2.599 -1.857 0.09
H 4.187 -5.359 -1.972 0.08
H 5.555 -4.680 -1.081 0.08
H 5.835 -5.568 -2.574 0.08
H -0.381 -3.343 1.503 0.12
H 1.128 -3.981 0.845 0.13
H 1.035 -4.356 -1.262 0.10
H -1.656 -2.360 -3.864 0.09
H -1.762 0.909 -0.900 0.04
H -3.044 1.565 -1.942 0.08
H -1.460 1.153 -2.626 0.08
H -3.446 -0.812 -0.152 0.06
H -4.167 -1.923 -1.328 0.09
H -4.659 -0.221 -1.306 0.07
H -2.490 -0.378 -4.306 0.08
H -4.052 0.124 -3.661 0.08
H -3.678 -1.591 -3.796 0.08
H 0.018 -2.907 -5.420 0.08
H 0.986 -4.325 -5.831 0.08
H 1.582 -3.144 -4.651 0.07
H -1.955 -4.352 -4.758 0.07
H -1.748 -5.619 -3.554 0.08
H -1.047 -5.806 -5.165 0.08
H 1.923 -5.141 -3.076 0.06
H 1.202 -6.217 -4.274 0.08
H 0.536 -6.148 -2.642 0.08
O -1.040 1.965 6.684 -0.06
N -0.715 2.392 5.412 0.02
C -1.634 2.683 4.570 -0.15
C -3.070 2.768 4.733 -0.21
C -3.659 3.159 5.944 -0.04
C -5.028 3.183 6.093 -0.08
C -5.836 2.840 5.020 -0.07
C -5.268 2.533 3.795 -0.07
C -3.894 2.511 3.613 -0.30
P -3.089 2.009 2.029 1.14
C -4.583 2.077 0.964 -0.38
C -5.466 1.002 1.048 -0.15
C -6.665 1.021 0.360 -0.09
C -6.987 2.105 -0.441 -0.09
C -6.092 3.153 -0.567 -0.08
C -4.895 3.141 0.129 -0.07
C -2.309 3.606 1.545 -0.40
C -2.714 4.839 2.049 -0.09
C -2.057 5.995 1.667 -0.08
C -1.000 5.935 0.772 -0.08
C -0.599 4.713 0.259 -0.06
C -1.250 3.555 0.645 -0.10
H -1.993 1.779 6.753 0.07
H -1.253 2.894 3.578 0.07
H -3.036 3.491 6.763 0.12
H -5.462 3.472 7.039 0.10
H -6.908 2.834 5.132 0.10
H -5.925 2.312 2.969 0.09
H -5.208 0.155 1.670 0.11
H -7.349 0.189 0.445 0.10
H -7.933 2.133 -0.964 0.10
H -6.330 3.993 -1.205 0.10
H -4.209 3.970 0.027 0.10
H -3.538 4.898 2.747 0.11
H -2.365 6.948 2.073 0.10
H -0.486 6.841 0.482 0.10
H 0.230 4.645 -0.432 0.11
H -0.923 2.599 0.251 0.06
C 2.532 5.537 2.121 -0.03
C 2.234 4.057 2.137 -0.33
N 1.266 3.556 2.820 0.02
O 0.522 4.487 3.592 -0.12
C 3.156 3.168 1.490 -0.35
C 4.346 3.740 0.755 -0.06
N 3.008 1.881 1.661 -0.20
O 3.924 1.065 1.320 -0.20
H 1.682 6.084 2.525 0.06
H 2.739 5.884 1.112 0.07
H 3.410 5.730 2.742 0.09
H 0.251 3.949 4.351 0.03
H 4.966 4.362 1.401 0.07
H 4.038 4.328 -0.110 0.06
H 4.942 2.902 0.401 0.06
```

Charge: -1
Gap between HOMO and LUMO in eV: 5.53
E_tot in Ha: -3235.0093
Maximum force in eV/Å: 5.381
HOMO in eV: -3.9
2S+1: 1

(4)
9 unconnected molecules or ions with the total composition C54H45F9 at a distorted geometry, computed with ωB97M-V with the def2-TZVPD basis set.

```
108
Properties=species:S:1:pos:R:3:lowdin_charge:R:1
F 0.992 -6.477 0.916 0.02
C 1.161 -5.825 -0.283 -0.27
C 2.228 -4.949 -0.440 -0.02
C 2.394 -4.231 -1.653 -0.07
C 1.517 -4.497 -2.698 -0.08
C 0.417 -5.341 -2.466 -0.10
C 0.195 -6.032 -1.282 -0.02
H 2.971 -4.870 0.397 0.13
H 3.067 -3.421 -1.707 0.06
H 1.657 -3.891 -3.589 0.11
H -0.301 -5.427 -3.292 0.11
H -0.697 -6.676 -1.024 0.14
F -2.825 3.481 0.976 -0.01
C -2.013 3.217 -0.154 -0.23
C -2.504 3.497 -1.435 -0.02
C -1.595 3.405 -2.488 -0.08
C -0.286 2.929 -2.300 -0.07
C 0.164 2.614 -1.025 -0.04
C -0.734 2.819 0.065 -0.02
H -3.530 3.772 -1.662 0.12
H -1.974 3.566 -3.468 0.10
H 0.316 2.805 -3.250 0.11
H 1.176 2.426 -0.768 0.07
H -0.332 2.610 1.069 0.11
F -4.797 0.451 -4.676 0.03
C -4.794 0.539 -3.310 -0.27
C -5.957 0.886 -2.704 -0.02
C -5.889 1.035 -1.355 -0.09
C -4.748 0.821 -0.577 -0.07
C -3.628 0.320 -1.227 -0.08
C -3.613 0.260 -2.628 0.00
H -6.856 1.093 -3.242 0.12
H -6.724 1.402 -0.845 0.08
H -4.773 0.912 0.511 0.10
H -2.666 0.176 -0.750 0.09
H -2.667 0.021 -3.183 0.13
F 1.468 -0.303 4.214 0.02
C 2.004 -1.557 3.989 -0.25
C 3.127 -1.901 4.720 -0.01
C 3.515 -3.265 4.688 -0.09
C 2.842 -4.193 3.918 -0.10
C 1.909 -3.699 3.020 -0.10
C 1.389 -2.432 3.115 0.00
H 3.640 -1.179 5.318 0.11
H 4.358 -3.587 5.327 0.11
H 3.067 -5.297 3.959 0.13
H 1.324 -4.365 2.417 0.09
H 0.584 -2.099 2.480 0.09
F 1.590 3.133 3.701 0.06
C 2.252 3.108 2.525 -0.32
C 2.670 1.923 2.018 0.00
C 3.362 1.984 0.778 -0.08
C 3.584 3.169 0.160 -0.12
C 3.098 4.367 0.703 -0.06
C 2.386 4.304 1.886 -0.02
H 2.538 0.956 2.591 0.12
H 3.771 1.041 0.327 0.11
H 4.284 3.286 -0.682 0.11
H 3.167 5.298 0.155 0.11
H 2.033 5.229 2.268 0.11
F -8.077 0.568 3.375 0.04
C -6.942 1.320 3.227 -0.27
C -6.769 2.187 2.185 -0.03
C -5.640 3.002 2.181 -0.09
C -4.717 2.930 3.220 -0.10
C -4.882 1.973 4.210 -0.08
C -6.001 1.189 4.205 -0.04
H -7.411 2.107 1.359 0.10
H -5.449 3.634 1.308 0.11
H -3.935 3.702 3.215 0.11
H -4.167 1.902 5.027 0.11
H -6.142 0.462 4.972 0.11
F -0.544 -0.752 -5.033 0.03
C 0.271 0.359 -5.085 -0.26
C 1.419 0.302 -4.312 -0.03
C 2.406 1.232 -4.459 -0.09
C 2.282 2.223 -5.421 -0.07
C 1.124 2.242 -6.222 -0.08
C 0.159 1.295 -6.065 -0.05
H 1.547 -0.518 -3.644 0.11
H 3.111 1.260 -3.649 0.10
H 2.980 2.986 -5.633 0.09
H 0.905 2.965 -7.009 0.11
H -0.770 1.310 -6.595 0.12
F 4.223 -0.954 -2.186 0.03
C 4.831 -1.012 -0.952 -0.29
C 5.924 -0.233 -0.687 -0.03
C 6.432 -0.260 0.603 -0.05
C 5.901 -1.171 1.574 -0.07
C 4.802 -1.930 1.246 -0.06
C 4.257 -1.848 -0.047 -0.03
H 6.244 0.514 -1.353 0.11
H 7.271 0.276 0.928 0.09
H 6.251 -1.248 2.607 0.11
H 4.267 -2.607 1.945 0.10
H 3.297 -2.260 -0.317 0.08
F 0.900 -1.207 -0.361 0.02
C -0.278 -1.209 0.384 -0.26
C -0.498 -0.207 1.319 -0.08
C -1.695 -0.128 1.937 -0.06
C -2.677 -1.179 1.738 -0.07
C -2.323 -2.237 0.946 -0.09
C -1.150 -2.254 0.177 0.00
H 0.229 0.467 1.687 0.09
H -1.843 0.644 2.699 0.12
H -3.571 -1.093 2.357 0.11
H -2.964 -3.103 0.926 0.11
H -0.905 -2.981 -0.572 0.11
```

Charge: 0
ΔE to the lowest compared entry with this formula, charge and spin in kJ/mol: 203.9
Gap between HOMO and LUMO in eV: 9.68
E_tot in Ha: -2983.4210
SMILES: Fc1ccccc1.Fc1ccccc1.Fc1ccccc1.Fc1ccccc1.Fc1ccccc1.Fc1ccccc1.Fc1ccccc1.Fc1ccccc1.Fc1ccccc1
Maximum force in eV/Å: 2.881
HOMO in eV: -9.0
2S+1: 1

(5)
7 unconnected molecules or ions with the total composition C41H50N6O7S at a distorted geometry, computed with ωB97M-V with the def2-TZVPD basis set.

```
105
Properties=species:S:1:pos:R:3:lowdin_charge:R:1
C 0.345 -5.027 1.502 -0.07
C 1.171 -3.766 1.622 -0.28
O 1.991 -3.817 2.784 -0.16
C 2.281 -2.524 3.290 -0.21
C 3.106 -2.643 4.565 -0.06
C 2.365 -2.757 5.916 -0.14
O 2.492 -1.406 6.522 0.08
C 1.288 -0.861 6.688 -0.58
O 1.035 0.077 7.358 0.18
O 0.372 -1.550 5.939 0.07
C 0.842 -2.897 6.017 -0.26
C 0.056 -3.916 5.224 -0.12
C 0.570 -5.357 5.349 -0.17
C 1.150 -5.757 6.707 -0.22
C 1.158 -7.275 6.904 -0.22
S 2.466 -8.039 5.966 0.59
O 3.476 -7.069 5.655 -0.28
O 1.891 -8.816 4.916 -0.26
O 3.086 -9.033 7.044 -0.16
H -0.168 -5.203 2.445 0.06
H -0.409 -4.869 0.735 0.04
H 0.932 -5.894 1.207 0.08
H 1.792 -3.645 0.730 0.10
H 0.477 -2.924 1.670 0.10
H 1.355 -1.968 3.458 0.12
H 2.888 -2.005 2.542 0.13
H 3.738 -1.760 4.630 0.12
H 3.772 -3.499 4.454 0.13
H 2.912 -3.397 6.596 0.14
H 0.674 -3.180 7.068 0.15
H 0.022 -3.611 4.185 0.08
H -0.973 -3.879 5.585 0.13
H 1.263 -5.563 4.535 0.11
H -0.290 -6.008 5.182 0.12
H 2.165 -5.395 6.836 0.10
H 0.516 -5.352 7.498 0.12
H 0.213 -7.729 6.623 0.11
H 1.345 -7.499 7.953 0.10
H 4.024 -8.809 7.142 0.10
C -4.496 -1.351 2.945 -0.08
C -3.458 -0.919 3.755 -0.06
C -2.239 -1.574 3.669 -0.14
N -2.011 -2.601 2.851 0.07
C -3.018 -3.004 2.079 -0.14
C -4.274 -2.416 2.088 -0.07
H -5.463 -0.865 2.982 0.10
H -3.587 -0.093 4.440 0.10
H -1.403 -1.266 4.288 0.09
H -2.800 -3.839 1.422 0.10
H -5.055 -2.785 1.437 0.10
C -0.546 -2.564 -4.037 -0.09
C 0.594 -2.847 -3.302 -0.08
C 0.444 -3.323 -2.009 -0.15
N -0.738 -3.512 -1.423 0.06
C -1.823 -3.237 -2.145 -0.15
C -1.783 -2.764 -3.448 -0.06
H -0.470 -2.189 -5.048 0.10
H 1.580 -2.707 -3.724 0.10
H 1.307 -3.572 -1.402 0.09
H -2.773 -3.398 -1.646 0.10
H -2.696 -2.553 -3.988 0.07
C -3.455 -1.884 -8.714 -0.08
C -3.300 -0.650 -8.105 -0.08
C -3.574 -0.543 -6.750 -0.15
N -3.982 -1.563 -5.998 0.05
C -4.126 -2.743 -6.598 -0.16
C -3.877 -2.957 -7.945 -0.07
H -3.250 -2.009 -9.769 0.10
H -2.973 0.215 -8.666 0.10
H -3.461 0.405 -6.235 0.10
H -4.457 -3.558 -5.962 0.10
H -4.010 -3.939 -8.377 0.10
C 1.115 3.224 -4.368 -0.07
C 1.312 2.320 -3.336 -0.07
C 0.964 0.993 -3.539 -0.15
N 0.446 0.535 -4.676 0.06
C 0.259 1.413 -5.659 -0.16
C 0.577 2.759 -5.558 -0.07
H 1.373 4.271 -4.252 0.07
H 1.728 2.636 -2.388 0.10
H 1.103 0.255 -2.755 0.10
H -0.167 1.011 -6.574 0.10
H 0.405 3.426 -6.392 0.10
C 2.301 9.345 -3.925 -0.10
C 2.500 8.445 -2.891 -0.07
C 2.149 7.120 -3.098 -0.15
N 1.628 6.662 -4.236 0.04
C 1.443 7.540 -5.219 -0.15
C 1.762 8.886 -5.116 -0.07
H 2.559 10.389 -3.798 0.10
H 2.911 8.766 -1.945 0.10
H 2.289 6.384 -2.314 0.10
H 1.017 7.142 -6.133 0.10
H 1.589 9.555 -5.948 0.10
C -1.355 12.748 -1.091 -0.08
C -0.239 13.143 -0.370 -0.07
C 0.954 12.468 -0.578 -0.15
N 1.088 11.456 -1.433 0.06
C 0.007 11.088 -2.117 -0.15
C -1.231 11.698 -1.986 -0.07
H -2.304 13.251 -0.958 0.11
H -0.290 13.957 0.339 0.10
H 1.849 12.749 -0.035 0.10
H 0.145 10.258 -2.800 0.09
H -2.074 11.356 -2.570 0.10
```

Charge: 0
ΔE to the lowest compared entry with this formula, charge and spin in kJ/mol: 14.2
Gap between HOMO and LUMO in eV: 9.84
E_tot in Ha: -2845.6809
SMILES: CCOCC[C@H]1OC(=O)O[C@H]1CCCCS(=O)(=O)O.c1ccncc1.c1ccncc1.c1ccncc1.c1ccncc1.c1ccncc1.c1ccncc1
Maximum force in eV/Å: 1.951
HOMO in eV: -9.3
2S+1: 1

(6)
C19H22O5S in the gas phase at a distorted geometry, computed with ωB97M-V with the def2-TZVPD basis set.

```
47
Properties=species:S:1:pos:R:3:lowdin_charge:R:1
C -0.188 -1.059 2.640 -0.03
C -0.106 -0.828 1.157 -0.20
C -0.998 0.051 0.595 0.02
C -0.984 0.261 -0.775 -0.25
O -1.852 1.078 -1.443 -0.05
C -3.111 1.483 -0.856 -0.18
C -3.905 2.361 -1.839 -0.18
C -3.173 3.601 -2.345 -0.24
S -3.130 5.001 -1.180 0.63
C -2.392 6.319 -2.110 -0.16
O -4.483 5.451 -0.866 -0.35
O -2.324 4.739 0.017 -0.34
C -0.029 -0.358 -1.566 0.04
C 0.890 -1.258 -1.016 -0.19
C 1.902 -1.917 -1.941 -0.02
C 0.842 -1.508 0.350 -0.14
C 1.707 -2.536 0.895 -0.22
C 1.399 -3.895 0.810 -0.01
C 2.289 -4.890 1.288 -0.04
C 3.458 -4.468 1.976 0.00
C 3.708 -3.083 2.157 -0.12
C 4.876 -2.638 2.895 -0.49
O 5.125 -1.441 2.922 0.08
O 5.719 -3.543 3.424 0.10
C 2.836 -2.135 1.571 0.05
H -0.876 -0.340 3.128 0.09
H -0.549 -2.080 2.826 0.09
H 0.806 -0.944 3.101 0.08
H -1.717 0.579 1.206 0.12
H -3.709 0.645 -0.485 0.13
H -2.933 2.066 0.026 0.10
H -4.142 1.706 -2.723 0.13
H -4.918 2.610 -1.474 0.13
H -2.121 3.364 -2.564 0.11
H -3.634 3.930 -3.237 0.09
H -2.967 6.350 -3.065 0.08
H -1.350 6.008 -2.286 0.07
H -2.470 7.294 -1.597 0.08
H -0.037 -0.194 -2.608 0.11
H 1.738 -3.005 -1.960 0.08
H 1.787 -1.502 -2.953 0.08
H 2.917 -1.770 -1.580 0.08
H 0.483 -4.269 0.306 0.13
H 2.045 -5.930 1.207 0.09
H 4.119 -5.213 2.435 0.12
H 6.461 -3.000 3.801 0.15
H 2.988 -1.093 1.737 0.13
```

Charge: 0
ΔE to the lowest compared entry with this formula, charge and spin in kJ/mol: 50.2
Gap between HOMO and LUMO in eV: 8.64
E_tot in Ha: -1511.5904
SMILES: Cc1cc(OCCCS(C)(=O)=O)cc(C)c1-c1cccc(C(=O)O)c1
Maximum force in eV/Å: 3.025
HOMO in eV: -8.4
2S+1: 1

(7)
2 unconnected molecules or ions with the total composition CH3OS, computed with ωB97M-V with the def2-TZVPD basis set.

```
6
Properties=species:S:1:pos:R:3:lowdin_charge:R:1
S 1.982 0.956 -1.269 -0.34
H 2.696 0.939 -0.131 -0.50
O -2.171 -0.687 -0.289 -0.04
C -1.172 -0.456 0.335 -0.18
H -0.938 -1.049 1.241 0.06
H -0.396 0.297 0.112 -0.01
```

Charge: -1
ΔE to the lowest compared entry with this formula, charge and spin in kJ/mol: 9.7
Gap between HOMO and LUMO in eV: 6.74
E_tot in Ha: -513.3342
Maximum force in eV/Å: 0.846
HOMO in eV: -2.7
2S+1: 1